DFT (ωB97M-V/def2-TZVPD) results for C21H28CoF5N3OSTe as an isolated structure.

multiplicity: 4
energy relative to the best compared isomer or geometry (same formula, charge and spin): 0.00 kcal/mol
HOMO level (spin up / spin down): -8.2 / -8.3 eV
⟨S²⟩: 3.758
strongest force on any atom: 0.84 eV/Å

Each line ends with the Löwdin charge.
Cartesian coordinates (Å):
Co 0.390 0.772 1.642  0.644
C -2.939 -2.700 -0.602  -0.068
C -1.897 -3.607 -1.256  -0.560
C -2.248 -3.753 -2.742  -0.045
C -1.958 -4.981 -0.576  -0.043
C -0.484 -3.042 -1.122  -0.158
C 0.600 -3.762 -1.664  -0.026
C 1.900 -3.309 -1.597  -0.059
C 2.135 -2.090 -0.964  -0.448
S 3.618 -1.232 -0.710  1.156
C 2.753 0.040 0.096  -0.502
N 1.461 -0.173 0.176  0.012
C 1.083 -1.372 -0.417  -0.282
C -0.227 -1.838 -0.497  0.049
C 3.438 1.208 0.632  -0.195
C 4.846 1.245 0.581  -0.067
C 5.559 2.326 1.033  -0.083
C 4.861 3.420 1.559  -0.068
C 3.490 3.416 1.621  -0.010
C 2.733 2.316 1.168  -0.381
H -3.930 -3.142 -0.719  0.087
H -2.961 -1.710 -1.064  0.078
H -2.754 -2.579 0.468  0.090
H -3.264 -4.139 -2.850  0.086
H -1.573 -4.443 -3.251  0.078
H -2.191 -2.790 -3.252  0.091
H -2.969 -5.389 -0.648  0.086
H -1.693 -4.905 0.480  0.095
H -1.278 -5.694 -1.042  0.077
H 0.412 -4.707 -2.156  0.110
H 2.708 -3.886 -2.026  0.113
H -1.022 -1.236 -0.079  0.096
H 5.383 0.393 0.182  0.082
H 6.639 2.328 0.995  0.103
H 5.409 4.276 1.932  0.108
H 2.944 4.250 2.042  0.118
F 3.020 1.155 4.773  -0.517
Te 2.273 -0.186 3.604  1.967
F 3.979 -0.936 3.684  -0.433
F 1.864 -1.877 2.772  -0.494
F 1.616 -0.917 5.159  -0.397
F -0.157 -0.079 3.239  -0.550
O 1.425 2.366 1.276  -0.184
C -3.777 2.235 -0.587  -0.046
C -2.402 2.863 -0.793  -0.638
C -2.321 4.222 -0.093  -0.043
C -2.121 3.030 -2.282  -0.045
N -1.372 1.917 -0.314  -0.041
N -1.399 1.647 1.090  -0.016
H -4.536 2.814 -1.114  0.088
H -4.066 2.216 0.467  0.077
H -3.793 1.215 -0.973  0.081
H -3.049 4.913 -0.520  0.089
H -1.328 4.662 -0.212  0.090
H -2.545 4.155 0.973  0.073
H -2.877 3.666 -2.742  0.088
H -2.124 2.061 -2.782  0.087
H -1.147 3.497 -2.446  0.086
H -0.446 2.299 -0.492  0.103
H -2.194 1.054 1.296  0.107
H -1.496 2.498 1.645  0.103

DFT (ωB97M-V/def2-TZVPD) results for a 7-piece molecular cluster, C40H78F6N8O9S2 overall.

HOMO level: -16.1 eV
charge: +4
strongest force on any atom: 7.31 eV/Å

Each line ends with the Löwdin charge.
Cartesian coordinates (Å):
N -7.443 13.812 -12.633  -0.693
O -7.321 12.986 -11.788  -0.014
O -8.485 14.412 -12.842  -0.032
O -6.529 13.948 -13.371  -0.031
C -6.272 10.065 -12.597  -0.033
C -5.484 8.722 -12.835  -0.255
C -4.026 8.959 -12.462  -0.182
O -3.214 7.764 -12.573  -0.167
C -3.216 7.203 -13.887  -0.090
N -5.963 7.580 -11.859  0.254
H -6.741 7.183 -12.366  0.161
H -5.289 6.827 -11.887  0.155
H -6.286 7.809 -10.930  0.168
H -5.720 10.906 -13.017  0.086
H -6.287 10.290 -11.531  0.077
H -7.281 10.014 -13.006  0.081
H -5.669 8.424 -13.867  0.149
H -3.991 9.219 -11.404  0.137
H -3.628 9.852 -12.944  0.139
H -2.993 7.952 -14.647  0.101
H -4.076 6.585 -14.146  0.088
H -2.343 6.572 -14.051  0.105
C -5.496 17.267 -15.554  -0.022
C -6.936 17.203 -15.047  -0.289
C -7.879 18.321 -15.403  -0.105
O -9.348 18.016 -15.222  -0.246
C -10.249 19.074 -15.568  -0.069
N -7.515 15.889 -15.540  0.237
H -7.045 15.128 -15.071  0.113
H -8.518 15.904 -15.419  0.125
H -7.433 15.738 -16.535  0.168
H -4.894 18.151 -15.347  0.084
H -5.508 17.168 -16.639  0.096
H -4.862 16.454 -15.197  0.089
H -6.968 16.998 -13.977  0.147
H -7.688 18.763 -16.381  0.138
H -7.744 19.172 -14.737  0.138
H -10.662 18.888 -16.560  0.083
H -9.781 20.057 -15.521  0.102
H -11.048 19.020 -14.829  0.093
C -10.363 12.724 -6.737  -0.077
C -11.050 12.574 -8.095  -0.211
C -10.602 11.254 -8.752  -0.079
N -11.248 10.942 -10.204  -0.206
C -10.818 9.526 -10.513  -0.156
C -11.507 8.884 -11.705  -0.160
C -13.043 8.960 -11.517  -0.183
C -13.538 10.375 -11.322  -0.142
C -12.799 10.992 -10.060  -0.045
C -10.744 12.014 -11.246  0.055
H -10.446 11.830 -6.118  0.082
H -10.666 13.557 -6.103  0.091
H -9.307 12.722 -7.005  0.039
H -10.773 13.365 -8.791  0.081
H -12.117 12.759 -7.964  0.118
H -10.855 10.391 -8.136  0.121
H -9.532 11.091 -8.875  0.125
H -11.052 8.857 -9.685  0.137
H -9.741 9.517 -10.678  0.119
H -11.200 7.839 -11.673  0.123
H -11.160 9.377 -12.613  0.106
H -13.327 8.283 -10.711  0.126
H -13.527 8.502 -12.380  0.121
H -14.624 10.467 -11.299  0.125
H -13.443 10.959 -12.238  0.100
H -12.971 10.423 -9.147  0.141
H -12.963 12.064 -9.945  0.124
H -11.376 11.851 -12.119  0.067
H -9.678 11.869 -11.419  0.091
H -10.973 13.049 -10.991  0.081
C -10.403 12.389 -14.827  -0.100
C -11.125 13.671 -14.760  -0.240
C -12.345 13.852 -15.751  -0.057
N -12.955 15.314 -15.885  -0.218
C -12.194 16.194 -16.937  -0.071
C -12.316 15.493 -18.356  -0.138
C -13.767 15.136 -18.755  -0.164
C -14.626 14.548 -17.636  -0.152
C -14.455 15.273 -16.263  -0.082
C -12.786 16.030 -14.497  0.032
H -10.035 12.158 -15.826  0.091
H -11.128 11.609 -14.594  0.075
H -9.605 12.376 -14.084  0.066
H -10.448 14.452 -15.107  0.088
H -11.486 13.897 -13.757  0.106
H -13.162 13.170 -15.514  0.129
H -12.125 13.593 -16.787  0.110
H -11.202 16.283 -16.496  0.099
H -12.627 17.189 -16.841  0.128
H -11.590 14.681 -18.399  0.101
H -11.870 16.266 -18.982  0.117
H -13.753 14.554 -19.677  0.128
H -14.253 16.062 -19.062  0.123
H -14.527 13.479 -17.450  0.109
H -15.594 14.718 -18.109  0.128
H -15.069 14.879 -15.453  0.135
H -14.825 16.289 -16.404  0.135
H -11.718 16.152 -14.316  0.073
H -13.330 15.479 -13.730  0.115
H -13.241 17.012 -14.625  0.107
C -1.711 19.307 -12.880  0.058
N -2.231 18.159 -12.094  -0.086
C -3.528 17.816 -12.234  0.054
C -4.079 16.813 -11.376  0.071
C -3.293 16.224 -10.449  -0.140
C -1.916 16.421 -10.463  0.060
C -1.412 17.381 -11.327  0.039
C -3.902 15.293 -9.441  -0.132
C -4.937 14.435 -9.739  0.065
C -5.652 13.748 -8.716  0.051
N -5.301 13.954 -7.410  -0.066
C -4.222 14.695 -7.088  0.039
C -3.482 15.384 -8.105  0.077
C -6.171 13.276 -6.373  0.053
H -0.774 19.043 -13.372  0.121
H -1.591 20.109 -12.153  0.123
H -2.524 19.617 -13.536  0.099
H -4.044 18.419 -12.967  0.127
H -5.149 16.664 -11.360  0.126
H -1.198 15.845 -9.898  0.146
H -0.406 17.772 -11.309  0.156
H -5.373 14.379 -10.725  0.109
H -6.593 13.227 -8.815  0.131
H -3.980 14.684 -6.035  0.154
H -2.644 16.043 -7.931  0.129
H -6.233 13.974 -5.538  0.115
H -5.771 12.308 -6.072  0.112
H -7.187 13.104 -6.728  0.069
C -7.421 17.311 -7.291  -0.710
F -7.825 18.253 -6.448  0.181
F -6.841 17.829 -8.350  0.147
F -6.569 16.516 -6.740  0.162
S -8.901 16.219 -7.790  0.692
O -8.393 14.898 -8.080  -0.344
O -9.729 16.126 -6.581  -0.291
N -9.682 17.164 -9.007  -0.253
S -9.273 16.383 -10.262  0.519
O -7.907 16.497 -10.585  -0.330
O -9.924 15.053 -10.399  -0.345
C -10.016 17.500 -11.719  -0.692
F -9.558 18.761 -11.672  0.145
F -9.740 16.837 -12.805  0.117
F -11.301 17.502 -11.645  0.169

DFT (ωB97M-V/def2-TZVPD) results for C46H54Cl3IrN5OSi as an isolated structure.

multiplicity: 2
energy relative to the best compared isomer or geometry (same formula, charge and spin): 29.59 kcal/mol
HOMO level (spin up / spin down): -6.6 / -6.6 eV
⟨S²⟩: 0.777
strongest force on any atom: 2.22 eV/Å

Each line ends with the Löwdin charge.
Cartesian coordinates (Å):
Ir 0.005 0.411 -0.675  1.316
O 1.833 -0.432 -1.184  -0.238
C 3.029 -0.002 -1.549  -0.332
C 3.844 -0.844 -2.331  0.005
C 5.078 -0.437 -2.783  -0.062
C 5.568 0.833 -2.459  -0.088
C 4.790 1.656 -1.683  -0.030
C 3.532 1.249 -1.215  -0.116
C 2.717 2.113 -0.400  -0.337
N 1.506 1.869 0.086  -0.043
C 1.104 3.020 0.761  -0.192
C 2.081 3.941 0.703  -0.066
N 3.097 3.349 -0.016  0.120
H 3.443 -1.814 -2.595  0.106
H 5.668 -1.100 -3.406  0.107
H 6.535 1.167 -2.812  0.100
H 5.170 2.646 -1.450  0.104
H 0.145 3.092 1.231  0.055
H 2.151 4.936 1.108  0.127
H 3.944 3.803 -0.304  0.150
C 1.602 0.098 4.247  -0.042
C 2.174 0.724 2.965  -0.370
C 3.144 1.840 3.339  -0.073
C 2.797 -0.356 2.094  -0.139
C 4.165 -0.604 2.122  -0.028
C 4.705 -1.687 1.445  -0.057
C 3.865 -2.575 0.795  -0.031
C 2.492 -2.360 0.739  -0.138
C 1.600 -3.412 0.093  -0.362
C 1.594 -4.678 0.957  -0.050
C 2.005 -3.749 -1.342  -0.047
C 1.984 -1.198 1.330  -0.174
N 0.578 -0.865 1.195  0.049
C -0.204 -1.613 1.856  -0.124
C -1.624 -1.511 1.960  -0.160
C -2.221 -2.430 2.832  -0.021
C -3.558 -2.388 3.139  -0.057
C -4.328 -1.371 2.564  -0.049
C -3.774 -0.469 1.695  -0.011
C -2.394 -0.507 1.321  -0.237
N -1.895 0.404 0.429  -0.004
C -2.899 1.373 0.027  -0.271
C -3.658 1.123 -1.150  -0.160
C -4.668 2.006 -1.497  -0.033
C -4.970 3.095 -0.697  -0.062
C -4.268 3.287 0.475  -0.081
C -3.213 2.462 0.866  -0.194
C -2.603 2.846 2.240  -0.320
C -2.041 4.280 2.221  -0.081
C -1.542 1.920 2.855  -0.064
C -3.533 -0.186 -1.941  -0.363
C -3.575 -0.061 -3.461  -0.090
C -4.669 -1.134 -1.517  -0.051
H 1.193 0.878 4.896  0.080
H 2.386 -0.431 4.796  0.089
H 0.799 -0.609 4.029  0.062
H 1.341 1.156 2.415  0.078
H 3.863 1.500 4.090  0.081
H 2.593 2.681 3.767  0.082
H 3.698 2.200 2.469  0.071
H 4.820 0.047 2.689  0.106
H 5.776 -1.857 1.458  0.105
H 4.282 -3.459 0.324  0.114
H 0.586 -3.031 0.049  0.080
H 2.585 -5.139 0.977  0.081
H 0.887 -5.408 0.554  0.080
H 1.307 -4.460 1.990  0.072
H 3.045 -4.085 -1.398  0.078
H 1.885 -2.874 -1.979  0.054
H 1.373 -4.552 -1.730  0.086
H 0.240 -2.400 2.470  0.139
H -1.587 -3.181 3.289  0.120
H -3.997 -3.108 3.817  0.108
H -5.381 -1.285 2.807  0.115
H -4.404 0.303 1.281  0.121
H -5.261 1.813 -2.383  0.114
H -5.771 3.771 -0.968  0.108
H -4.563 4.098 1.132  0.113
H -3.452 2.854 2.929  0.137
H -1.167 4.355 1.583  0.025
H -1.761 4.577 3.235  0.084
H -2.770 5.001 1.850  0.072
H -0.762 1.656 2.145  0.033
H -1.980 0.994 3.231  0.078
H -1.076 2.429 3.704  0.088
H -2.581 -0.623 -1.681  0.061
H -4.487 0.437 -3.807  0.077
H -3.556 -1.062 -3.899  0.085
H -2.723 0.483 -3.842  -0.041
H -5.637 -0.676 -1.743  0.087
H -4.642 -1.366 -0.455  0.058
H -4.604 -2.073 -2.070  0.079
C 1.103 0.359 -4.102  -0.105
C 0.257 -0.768 -3.606  -0.373
C -0.067 -1.891 -4.360  -0.070
C -0.802 -2.758 -3.538  -0.083
C -0.909 -2.140 -2.305  -0.387
C -1.556 -2.727 -1.087  -0.037
N -0.286 -0.916 -2.355  -0.068
H 1.858 -0.029 -4.787  0.089
H 1.603 0.886 -3.297  -0.008
H 0.508 1.088 -4.651  0.016
H 0.218 -2.032 -5.394  0.097
H -1.221 -3.725 -3.784  0.099
H -2.639 -2.799 -1.211  0.071
H -1.356 -2.123 -0.205  0.024
H -1.184 -3.741 -0.921  0.086
Cl 1.205 3.348 -2.677  0.335
Si -0.536 2.360 -2.002  -0.512
Cl -1.535 2.309 -3.820  0.379
Cl -1.470 3.984 -1.141  0.397